Entry 1:
47
Properties=species:S:1:pos:R:3:forces:R:3:mulliken_charge:R:1 method="wB97M-V/def2-TZVPD" max_force_ev_per_a=1.1 homo_ev=-9.27 mol_weight_g_mol=347.4
C 1.708 2.925 -2.192 0.046 0.021 0.252 -0.8223
C 1.107 3.835 -1.140 -0.316 -0.127 -0.117 -0.4736
N -0.255 4.356 -1.414 0.343 0.370 0.381 -0.3246
O -0.672 3.961 -2.734 -0.359 -0.519 -0.204 -0.1562
S -2.275 3.794 -2.977 0.471 -0.456 -0.328 0.5656
O -2.930 4.638 -2.032 -0.685 0.737 0.519 -0.4748
O -2.608 2.283 -2.373 0.596 0.370 -0.039 -0.3505
C -1.527 1.431 -2.016 -0.196 -0.554 0.074 -0.4378
H 2.567 2.432 -1.753 0.319 0.030 -0.002 0.3030
H 1.024 2.142 -2.487 -0.157 -0.106 -0.153 0.1143
H 2.007 3.490 -3.062 0.079 0.002 -0.310 0.3662
H 1.079 3.293 -0.200 -0.088 -0.053 0.280 0.2984
H 1.741 4.700 -0.991 0.228 0.167 -0.007 0.3338
H -0.907 3.966 -0.743 -0.261 -0.097 -0.201 0.3584
H -0.929 1.127 -2.869 0.067 0.116 -0.213 0.3223
H -1.975 0.540 -1.592 -0.178 -0.174 0.037 0.3521
H -0.888 1.860 -1.253 0.114 0.202 0.091 0.0350
C 5.068 0.463 3.569 -0.037 -0.128 -0.149 -1.1090
C 4.010 1.519 3.329 0.173 0.045 0.283 -0.2079
O 3.445 1.413 2.012 -0.036 -0.024 -0.069 -0.3589
C 2.515 0.470 1.863 -0.089 0.147 0.025 0.7318
O 2.088 -0.256 2.722 0.060 -0.042 -0.038 -0.5626
O 2.111 0.491 0.590 0.034 0.036 -0.078 -0.2357
C 1.122 -0.488 0.264 -0.211 -0.110 -0.089 -0.7537
H 5.828 0.504 2.788 0.034 0.061 0.034 0.2923
H 5.548 0.625 4.533 -0.001 0.029 0.015 0.3697
H 4.632 -0.535 3.565 -0.045 0.013 0.046 0.3119
H 4.448 2.514 3.369 -0.033 0.026 -0.129 0.3018
H 3.217 1.467 4.074 -0.063 -0.080 -0.054 0.3236
H 0.273 -0.425 0.942 0.033 -0.049 0.075 0.3852
H 1.546 -1.490 0.296 -0.003 -0.011 0.099 0.3653
H 0.789 -0.275 -0.748 0.124 0.102 -0.022 0.1295
C -4.603 -3.526 1.515 0.169 -0.108 0.022 -1.1120
C -4.260 -2.688 0.302 -0.324 0.036 0.106 -0.2277
O -2.848 -2.706 0.029 0.084 -0.018 -0.026 -0.2785
C -2.402 -3.787 -0.611 -0.025 0.149 -0.118 0.6912
O -3.067 -4.706 -1.010 0.036 -0.022 0.080 -0.5636
O -1.082 -3.656 -0.765 0.025 0.015 0.023 -0.2480
C -0.449 -4.759 -1.420 0.122 -0.055 -0.050 -0.6887
H -4.012 -3.209 2.375 -0.047 0.061 0.012 0.2894
H -5.660 -3.418 1.758 -0.018 0.026 -0.011 0.3643
H -4.398 -4.580 1.332 -0.037 -0.004 -0.053 0.3121
H -4.500 -1.642 0.480 0.129 0.038 -0.015 0.2997
H -4.808 -3.016 -0.580 0.076 -0.080 -0.032 0.3357
H -0.938 -4.984 -2.365 -0.074 -0.025 0.021 0.3131
H -0.461 -5.637 -0.777 -0.070 -0.031 -0.027 0.3170
H 0.578 -4.456 -1.603 -0.011 0.078 0.059 0.2035



Entry 2:
45
Properties=species:S:1:pos:R:3:forces:R:3:mulliken_charge:R:1 method="wB97M-V/def2-TZVPD" max_force_ev_per_a=1.5 homo_ev=-8.87 mol_weight_g_mol=314.5
C 1.014 -3.156 1.694 -0.086 0.195 0.073 -0.6853
C 2.107 -2.390 1.594 -0.191 -0.259 0.033 -0.2659
C 2.890 -2.083 0.347 -0.487 1.362 0.180 -0.7112
S 1.956 -1.585 -1.133 -0.341 -0.830 -0.765 1.0702
O 0.548 -1.614 -0.834 0.057 0.294 0.245 -0.5686
O 2.410 -2.478 -2.179 0.396 0.158 0.117 -0.7583
N 2.505 -0.126 -1.505 0.357 -0.370 0.246 -0.7408
S 1.678 1.222 -1.220 0.098 0.414 -0.499 1.1337
O 2.653 2.291 -1.373 0.269 -0.192 0.047 -0.7472
O 0.505 1.328 -2.044 -0.102 -0.095 0.147 -0.6500
C 1.142 1.213 0.467 -0.292 0.552 0.294 -0.5947
C 0.436 2.557 0.789 -0.442 -0.632 0.284 -1.0075
C -0.999 2.300 1.302 0.400 0.371 -0.349 -0.8133
C -2.044 2.297 0.170 -0.401 -0.175 0.240 -0.8845
C -2.764 0.962 -0.060 0.173 0.075 -0.148 -0.3500
C -3.401 0.358 1.185 -0.383 -0.105 0.031 -0.3322
C -4.171 -0.974 0.972 0.223 -0.095 -0.097 -0.4344
C -4.377 -1.416 -0.478 -0.063 0.262 0.069 -1.1571
H 0.206 -3.128 0.972 0.610 -0.856 -0.695 0.2300
H 0.882 -3.809 2.552 -0.506 0.917 0.588 0.2886
H 2.521 -1.967 2.509 0.709 -0.931 0.076 0.3429
H 3.508 -2.930 0.058 -0.199 -0.151 -0.030 0.4868
H 3.562 -1.247 0.551 0.046 -0.025 -0.072 0.3113
H 0.424 0.407 0.601 0.206 -0.244 -0.231 0.3564
H 1.993 1.063 1.131 0.137 -0.135 -0.195 0.4519
H 0.992 3.075 1.569 0.193 0.137 -0.218 0.3636
H 0.372 3.165 -0.111 0.230 0.251 0.131 0.4469
H -0.996 1.353 1.842 -0.106 0.049 0.102 0.3911
H -1.237 3.079 2.028 -0.105 -0.048 0.023 0.3987
H -2.803 3.055 0.388 0.001 -0.002 0.030 0.4175
H -1.585 2.591 -0.774 0.082 -0.002 0.027 0.4357
H -2.069 0.265 -0.538 0.038 -0.070 0.135 0.0569
H -3.552 1.144 -0.797 0.035 -0.047 -0.058 0.3954
H -2.655 0.182 1.960 0.062 0.085 -0.024 0.2368
H -4.096 1.093 1.606 0.059 0.081 -0.024 0.2392
H -3.633 -1.767 1.496 -0.032 -0.043 -0.016 0.2709
H -5.152 -0.911 1.446 0.033 0.013 0.079 0.2891
H -3.438 -1.483 -1.026 0.028 -0.112 0.040 0.2538
H -4.868 -2.389 -0.502 -0.003 -0.006 -0.066 0.3888
H -5.005 -0.701 -1.012 -0.060 -0.076 -0.043 0.3009
N 4.924 0.228 -2.736 0.350 -0.042 -0.426 -0.3271
H 4.008 -0.191 -2.425 -0.885 0.211 0.578 0.3177
H 5.310 -0.294 -3.520 0.038 0.049 0.000 0.4060
H 4.726 1.192 -3.009 -0.108 0.023 0.128 0.3825
H 5.572 0.219 -1.953 -0.036 0.044 0.014 0.3648